The following is a DFT calculation (the ωB97M-V functional and the def2-TZVPD basis) of the molecule C5H7NO.

Geometry as XYZ:
```
14
Properties=species:S:1:pos:R:3:forces:R:3:lowdin_charge:R:1
C 1.455 -1.214 -0.607 0.16 -0.11 -0.03 0.0048
C 0.485 -0.180 -1.109 0.14 -0.02 -0.33 -0.3832
O 0.171 -0.062 -2.273 0.43 -0.01 0.38 0.1023
C -0.226 0.614 -0.087 -0.29 -0.30 -0.21 -0.3677
C -1.491 0.068 0.495 -0.34 0.05 0.04 -0.0117
C -0.449 0.757 1.319 0.10 -0.10 0.33 -0.1697
N -0.177 1.939 0.485 -0.18 0.15 -0.21 0.1178
H 1.192 -2.196 -1.008 0.11 0.10 -0.03 0.0915
H 1.494 -1.248 0.486 -0.02 0.00 -0.22 0.0805
H 2.440 -0.932 -0.985 0.03 -0.15 0.02 0.0940
H -2.433 0.526 0.200 -0.06 0.15 0.31 0.1034
H -1.519 -1.024 0.588 -0.06 0.29 -0.01 0.1151
H 0.077 0.479 2.221 0.03 0.09 -0.17 0.1314
H -1.021 2.475 0.274 -0.06 -0.13 0.13 0.0916
```
Forces are in eV/Å.

Energy relative to the best compared isomer or geometry (same formula, charge and spin), kcal/mol: 77.0
SMILES: CC(=O)[C@@]12C[C@@H]1N2
Total energy, eV: -8832.8622
Maximum force, eV Å⁻¹: 0.58
LUMO, eV: 0.94
HOMO level, Eh: -0.3566
Charge: 0